Entry 1:
Density functional theory data (ωB97M-V/def2-TZVPD) for 5 unconnected molecules or ions with the total composition C25H60NO5 at a distorted geometry.

```
91
Properties=species:S:1:pos:R:3:forces:R:3
C 1.6527 -1.3807 -1.5648 -0.315 0.362 -0.407
C 0.7749 -0.2288 -2.1612 0.259 -0.850 -0.299
C -0.7336 -0.5971 -2.2318 -0.492 0.061 0.826
C -1.6637 0.5430 -1.7277 1.488 0.072 -0.076
O -2.9220 0.5986 -2.4291 0.014 0.488 0.295
N -3.8356 -0.3027 -1.8649 0.011 -0.567 -0.412
C -4.8204 0.3676 -0.9772 -0.853 0.466 1.618
C -6.1210 -0.4381 -0.7296 -0.322 -0.287 -0.553
C -6.7783 -1.0589 -2.0113 0.862 -0.161 0.050
C -5.9208 -0.7709 -3.2737 -0.144 -0.502 0.739
C -4.4478 -1.1224 -2.9599 -1.233 -0.542 -1.020
H 2.2218 -1.8505 -2.3761 0.032 0.076 0.348
H 1.0255 -2.1714 -1.1286 0.246 0.284 0.099
H 2.3430 -0.9745 -0.8171 -0.103 -0.285 -0.177
H 0.9862 0.7039 -1.6237 -0.338 -0.181 -0.045
H 1.1067 -0.0878 -3.2001 -0.063 0.303 0.366
H -1.0199 -0.8794 -3.2537 0.040 0.195 0.214
H -0.9156 -1.4784 -1.5881 0.108 0.160 -0.334
H -1.8188 0.5090 -0.6338 -0.148 -0.106 -0.372
H -1.1418 1.4925 -1.9071 -0.608 -0.066 -0.237
H -3.2941 -0.9512 -1.2851 -0.016 0.049 -0.014
H -4.3281 0.4734 0.0030 0.007 0.042 -0.393
H -5.0372 1.3946 -1.2915 0.284 -0.458 -0.655
H -6.8434 0.2482 -0.2690 0.422 -0.102 0.067
H -5.9428 -1.2382 -0.0005 0.010 0.297 -0.040
H -6.7659 -2.1543 -1.8873 -0.116 0.330 -0.028
H -7.8311 -0.7815 -2.1225 0.330 0.177 -0.050
H -6.0385 0.2452 -3.6708 0.123 -0.202 0.152
H -6.2350 -1.4885 -4.0448 0.168 0.413 -0.021
H -4.4036 -2.1725 -2.6323 0.026 0.342 -0.027
H -3.8760 -1.0277 -3.8882 0.354 0.198 0.576
C 6.0067 1.6741 1.3106 -0.087 0.123 0.018
C 5.4973 1.0541 0.0214 0.179 -0.005 0.051
O 4.2797 1.6182 -0.4438 -0.300 -0.191 -0.016
C 4.3100 3.0058 -0.7351 0.096 0.116 -0.047
C 5.3182 3.3775 -1.8065 0.158 -0.062 -0.022
H 5.2570 1.5841 2.0995 0.028 -0.039 -0.009
H 6.9197 1.1736 1.6353 -0.024 -0.010 -0.021
H 6.2339 2.7340 1.1919 0.098 -0.031 -0.029
H 5.2930 -0.0042 0.1926 -0.145 0.030 -0.069
H 6.2611 1.1009 -0.7615 0.042 0.079 0.030
H 4.4814 3.5817 0.1803 0.066 0.020 -0.008
H 3.3069 3.2650 -1.0800 -0.037 -0.147 0.050
H 6.3411 3.1425 -1.5071 0.006 0.076 0.009
H 5.2702 4.4470 -2.0181 -0.038 -0.015 0.008
H 5.1143 2.8304 -2.7293 -0.031 0.029 0.008
C -6.0074 -1.0313 4.8527 0.032 -0.188 0.004
C -6.4732 -0.4245 3.5431 -0.027 0.041 0.196
O -6.9420 -1.3806 2.6056 0.151 0.014 -0.405
C -8.0587 -2.1616 3.0076 -0.138 -0.040 0.126
C -9.2968 -1.3417 3.3238 0.055 0.137 -0.001
H -5.2188 -1.7634 4.6645 0.032 0.056 0.032
H -5.6182 -0.2544 5.5124 0.005 -0.005 -0.031
H -6.8126 -1.5422 5.3816 -0.037 0.096 0.022
H -5.6255 0.0743 3.0672 -0.032 -0.061 -0.138
H -7.2319 0.3466 3.7116 -0.031 -0.017 0.049
H -7.7869 -2.8019 3.8524 -0.019 0.041 0.045
H -8.2761 -2.8283 2.1715 0.137 0.053 -0.048
H -9.1350 -0.6606 4.1600 -0.031 -0.073 0.054
H -10.1275 -1.9983 3.5840 0.023 -0.004 -0.020
H -9.5863 -0.7390 2.4605 -0.019 -0.040 0.001
C 10.9807 1.0905 -1.8944 0.051 0.109 0.046
C 9.5357 1.3750 -2.2662 0.123 -0.056 -0.049
O 9.0217 2.5654 -1.6926 -0.265 -0.022 0.164
C 9.6892 3.7680 -2.0396 0.086 0.063 -0.079
C 9.6840 4.0624 -3.5293 -0.042 -0.104 -0.071
H 11.0905 1.0314 -0.8100 -0.017 -0.034 -0.025
H 11.3045 0.1450 -2.3318 -0.031 0.004 0.018
H 11.6554 1.8697 -2.2510 0.007 -0.046 -0.071
H 8.9070 0.5649 -1.8929 -0.092 0.111 0.056
H 9.4080 1.3913 -3.3536 0.063 0.014 -0.029
H 10.7104 3.7612 -1.6453 0.035 -0.009 -0.058
H 9.1608 4.5664 -1.5164 -0.068 -0.118 0.070
H 10.2071 3.2947 -4.1010 0.074 0.053 0.013
H 10.1729 5.0173 -3.7269 -0.016 -0.008 0.023
H 8.6597 4.1107 -3.9046 0.012 0.032 0.023
C -0.6819 -4.0184 3.5330 0.047 0.136 0.018
C -2.1472 -3.7343 3.2511 0.159 -0.113 0.003
O -2.6200 -2.5318 3.8374 -0.224 0.090 0.033
C -1.9764 -1.3404 3.4299 0.007 -0.069 0.072
C -2.0806 -1.0697 1.9366 -0.018 -0.028 -0.238
H -0.5026 -4.0602 4.6084 -0.022 -0.038 -0.026
H -0.3902 -4.9723 3.0917 -0.032 0.004 0.026
H -0.0281 -3.2480 3.1208 0.017 -0.048 -0.065
H -2.7527 -4.5343 3.6771 -0.096 0.129 0.051
H -2.3455 -3.7353 2.1731 0.046 0.009 -0.039
H -0.9313 -1.3423 3.7541 0.050 0.020 -0.118
H -2.4678 -0.5321 3.9732 -0.057 -0.097 0.054
H -1.5970 -1.8494 1.3440 0.088 0.031 0.026
H -1.6035 -0.1174 1.6927 0.006 -0.003 0.069
H -3.1320 -1.0260 1.6322 -0.033 0.003 0.080
```
Forces are in eV/Å.

Its net charge is +1. Its strongest force on any atom is 1.89 eV/A. Its HOMO-LUMO gap is 8.51 eV. Its LUMO energy is -2.5 eV. The value obtained for the relative energy (zero: lowest compared OMol25 entry of this formula, charge and spin) is 0.683 eV.

Löwdin population analysis, charges in e, atoms 1 to 5: C -0.0839; C -0.2217; C -0.1702; C -0.1489; O -0.0554

***

Entry 2:
Density functional theory data (ωB97M-V/def2-TZVPD) for 2 unconnected molecules or ions with the total composition C3H5FO at a distorted geometry.

```
10
Properties=species:S:1:pos:R:3:forces:R:3
F 0.8009 2.2348 0.2801 -0.123 -1.008 -0.681
C 0.0782 1.1490 0.0396 -2.906 0.323 1.178
C -0.4122 0.1279 -0.5864 1.209 1.101 -1.091
C -1.1307 0.3204 0.6137 -0.545 3.181 2.493
H -0.2697 -0.8002 -0.9709 -0.072 -1.475 -2.380
H -2.1649 0.6305 0.7128 -0.148 0.580 -0.795
H -0.9084 -0.2078 1.4867 0.653 -1.342 1.238
O 1.4778 -1.5071 -0.4479 2.939 1.906 8.221
H 1.3711 -0.5453 0.1324 0.524 -4.391 -3.129
H 1.1579 -1.4023 -1.2601 -1.530 1.124 -5.053
```
Forces are in eV/Å.

Its strongest force on any atom is 8.94 eV/A. Its HOMO-LUMO gap is 10.36 eV. Its LUMO energy is 0.5 eV. The value obtained for the relative energy (zero: lowest compared OMol25 entry of this formula, charge and spin) is 5.159 eV.

Löwdin population analysis, charges in e, atoms 1 to 5: F 0.1160; C -0.1809; C -0.0625; C -0.0791; H 0.0622

***

Entry 3:
Density functional theory data (ωB97M-V/def2-TZVPD) for a molecular structure, C31H35Cl2LaN5O9PS3 at a distorted geometry.

```
87
Properties=species:S:1:pos:R:3:forces:R:3
La 0.4501 -0.5559 0.8783 -0.090 -0.060 -1.104
N -2.0381 0.4388 0.1994 0.104 -0.252 -0.096
C -3.1318 -0.3018 0.8350 -0.100 0.029 -0.057
C -2.7509 -1.7520 1.1877 0.072 -0.033 -0.016
O -3.6584 -2.5652 1.3214 -0.007 0.011 0.086
O -1.4973 -1.9696 1.3457 0.086 0.217 0.012
H -2.0790 1.4379 0.3607 0.014 0.006 0.094
H -2.1115 0.3449 -0.8133 0.013 0.044 -0.022
H -4.0334 -0.3367 0.2200 -0.020 0.031 0.019
H -3.3923 0.1806 1.7808 -0.004 0.015 0.001
O 2.2824 -2.0573 0.8398 -0.097 -0.237 0.121
C 2.3560 -3.3467 0.8991 -0.161 -0.065 -0.235
C 3.2948 -3.9613 1.7613 0.045 -0.063 -0.030
C 3.4282 -5.3305 1.8424 0.056 0.065 0.073
C 2.6275 -6.1691 1.0713 -0.065 0.016 -0.074
C 1.6890 -5.5936 0.2325 0.041 -0.049 0.064
C 1.5214 -4.2123 0.1231 -0.130 -0.044 -0.034
C 0.4877 -3.6896 -0.7917 0.284 -0.028 -0.061
N 0.1361 -2.4350 -0.9840 -0.035 0.165 0.061
C -0.8359 -2.4178 -1.9579 0.020 -0.179 -0.031
C -1.0790 -3.6866 -2.3699 0.009 -0.015 -0.034
N -0.2281 -4.4841 -1.6369 -0.036 0.036 0.076
H 3.9026 -3.2962 2.3625 0.011 0.002 -0.012
H 4.1607 -5.7539 2.5215 -0.002 -0.006 -0.007
H 2.7235 -7.2454 1.1305 -0.005 0.000 0.005
H 1.0560 -6.2588 -0.3448 0.001 -0.009 0.012
H -1.2871 -1.5080 -2.3252 -0.002 0.005 0.047
H -1.7610 -4.0830 -3.1007 -0.005 0.004 0.012
H -0.1918 -5.4841 -1.6699 0.010 -0.019 -0.027
C 2.9371 6.9747 4.9130 -0.012 0.057 0.027
C 2.7113 5.5742 4.4107 0.051 -0.058 -0.001
C 1.6568 5.2873 3.5516 -0.033 0.004 -0.017
C 1.4343 3.9978 3.0910 -0.076 0.015 -0.011
C 2.2761 2.9734 3.4960 0.287 0.134 -0.080
C 3.3464 3.2416 4.3408 -0.099 0.009 0.014
C 3.5521 4.5334 4.7983 0.008 0.014 0.023
S 2.1230 1.3324 2.8317 -0.243 -0.028 -0.014
O 2.6316 0.4337 3.8488 0.022 0.000 0.005
O 0.6421 1.1805 2.6394 0.346 0.180 0.558
N 2.8806 1.1857 1.4960 -0.346 0.175 0.111
C 2.7251 2.2871 0.5292 0.117 0.000 0.152
C 1.3209 2.5641 -0.0558 0.056 -0.126 0.215
O 0.9801 3.7368 -0.2039 -0.018 0.006 -0.098
O 0.6327 1.5266 -0.3499 -0.080 0.068 0.085
H 2.8008 7.7087 4.1173 -0.008 -0.020 -0.014
H 3.9451 7.0932 5.3121 -0.002 -0.012 0.002
H 2.2331 7.2267 5.7103 0.001 -0.013 -0.001
H 1.0032 6.0853 3.2171 0.007 0.003 0.005
H 0.6239 3.7950 2.4036 0.025 -0.013 -0.013
H 3.9992 2.4320 4.6398 -0.005 -0.012 -0.021
H 4.3839 4.7376 5.4643 -0.001 0.015 -0.008
H 3.3672 2.0356 -0.3180 0.007 0.010 -0.004
H 3.0972 3.2281 0.9472 0.003 0.027 -0.054
O -5.9183 -0.5686 -6.8557 -0.022 -0.015 -0.028
S -5.7171 -1.0162 -5.4982 0.123 -0.053 0.006
O -6.2081 -2.3325 -5.1735 -0.014 -0.015 -0.029
N -4.1696 -0.8280 -5.0385 0.096 -0.030 -0.056
C -4.0257 0.0911 -4.1066 -0.173 0.112 0.147
S -2.5882 0.6100 -3.4089 0.014 -0.032 -0.074
C -5.3412 0.7159 -3.6793 0.181 -0.095 -0.047
C -5.5724 1.6981 -2.7307 0.013 -0.024 -0.001
C -6.8814 2.1074 -2.5151 -0.018 -0.008 -0.017
C -7.9383 1.5487 -3.2348 0.004 0.043 0.045
C -7.7042 0.5664 -4.1873 0.083 -0.012 0.019
C -6.3932 0.1732 -4.3815 -0.251 0.099 0.020
H -4.7351 2.1155 -2.1862 -0.006 0.005 0.002
H -7.0870 2.8714 -1.7752 -0.007 -0.004 0.000
H -8.9504 1.8856 -3.0442 0.000 -0.006 -0.004
H -8.5116 0.1202 -4.7535 -0.001 0.004 -0.001
C 3.1376 0.9592 -3.0406 0.025 0.043 -0.069
P 2.5418 -0.5285 -2.1322 -0.075 0.014 0.197
C 4.1529 -1.3044 -1.7166 0.082 -0.037 -0.017
C 2.0700 -1.5773 -3.5646 -0.002 -0.039 -0.085
H 3.6096 0.6885 -3.9899 0.023 0.011 0.016
H 3.8672 1.4963 -2.4322 -0.024 -0.007 0.023
H 2.3049 1.6369 -3.2335 -0.018 -0.032 -0.002
H 4.8572 -1.2784 -2.5547 -0.010 -0.011 0.001
H 3.9819 -2.3408 -1.4199 -0.023 0.013 0.007
H 4.5841 -0.7943 -0.8535 -0.012 0.017 -0.011
H 2.8676 -1.6151 -4.3135 -0.003 -0.016 0.008
H 1.1610 -1.1930 -4.0306 0.004 0.026 0.021
H 1.8552 -2.5892 -3.2162 0.001 0.011 0.014
Cl 0.7178 -2.3038 3.5936 -0.227 0.066 0.087
C -0.0678 -1.2545 4.7910 0.069 0.066 0.109
Cl -1.5815 -0.4895 4.2728 0.094 -0.180 -0.034
H 0.6458 -0.4703 5.0180 -0.005 0.022 -0.009
H -0.3076 -1.8789 5.6423 0.067 0.039 0.059
```
Forces are in eV/Å.

Its net charge is -2. Its strongest force on any atom is 1.11 eV/A. Its HOMO-LUMO gap is 6.97 eV. Its LUMO energy is 3.7 eV. The value obtained for the relative energy (zero: lowest compared OMol25 entry of this formula, charge and spin) is 0.000 eV.

Löwdin population analysis, charges in e, atoms 1 to 5: La 1.9868; N -0.0546; C -0.1824; C -0.7048; O -0.0002